Entry 1:
ORCA calculation (the ωB97M-V functional and the def2-TZVPD basis) on a 3-piece molecular cluster, C34H76BN4O5 overall in a non-equilibrium geometry.

Each line ends with the Mulliken charge.
CARTESIAN COORDINATES (ANGSTROEM)
O -2.307 0.000 -0.713  -0.34
O -6.354 0.466 -5.708  -0.58
O -3.641 -5.239 -0.050  -0.58
O -4.789 -1.601 0.270  0.08
O -3.953 -3.899 1.951  -0.50
N -6.199 0.392 -2.252  -0.11
N -2.869 -2.858 -0.143  -0.24
N 4.819 7.889 0.732  0.11
N 4.441 -5.339 3.062  0.14
C 5.478 7.155 -0.336  -0.10
C -5.481 -0.372 0.069  -0.66
C 3.368 7.780 0.696  0.03
C 2.756 -3.955 4.399  -0.77
C 4.468 -6.498 3.940  -0.35
C 1.172 1.402 -1.670  -0.26
C 1.543 4.719 -1.779  -0.96
C 2.353 2.323 -1.160  -0.90
C -1.832 -2.110 0.641  0.59
C -1.897 -0.554 0.531  -1.39
C 3.776 -5.522 1.782  -0.71
C 6.978 7.000 -0.126  -1.52
C 4.136 -4.094 3.754  -0.68
C 5.089 -7.730 3.295  -1.43
C -0.408 -2.691 0.242  -0.77
C -6.596 -1.931 -5.039  -1.29
C 2.634 8.358 -0.505  -1.17
C -4.613 -2.851 -1.894  -1.15
C 2.691 -1.632 -0.001  -1.52
C -6.572 -0.409 -1.076  -0.67
C -6.272 -3.171 2.605  -0.94
C 1.726 -0.072 -1.859  -1.41
C -7.094 0.069 -3.412  -1.00
C 2.025 3.633 -0.760  0.83
C -3.929 -1.957 -0.763  0.32
C 2.151 3.969 0.786  -1.16
C -5.319 -4.333 2.135  -0.27
C 5.371 10.232 -0.130  -0.95
C 0.270 -1.936 -0.963  -0.87
C -3.155 -0.830 -1.499  -1.15
C 1.399 -0.928 -0.557  1.13
C 2.314 -5.974 1.797  -0.67
C 5.343 9.218 1.014  -0.71
C -6.220 -0.442 -4.610  0.78
B -3.514 -4.004 0.638  0.94
H 2.492 -2.279 0.882  0.16
H 3.274 -2.170 -0.779  0.36
H 1.205 -0.542 -2.730  0.37
H 1.097 -0.183 0.214  0.05
H 1.394 4.755 1.014  0.35
H -0.434 -1.403 -1.639  0.19
H 3.384 1.907 -1.167  0.31
H 7.393 6.342 -0.893  0.45
H 3.347 -0.802 0.365  0.42
H 7.502 7.955 -0.198  0.31
H 0.285 -2.608 1.114  0.26
H 3.079 8.037 -1.449  0.23
H -0.459 -3.777 -0.016  0.30
H 1.637 -5.159 2.053  -0.02
H 5.769 9.810 -1.055  0.25
H -6.769 -2.652 1.761  0.08
H 3.184 4.293 1.044  0.20
H -5.681 -2.525 -5.276  0.23
H -6.829 -1.466 -1.326  0.24
H -2.365 -3.324 -0.909  0.91
H 5.302 7.614 -1.319  0.25
H 0.429 4.848 -1.705  0.28
H 6.015 11.072 0.144  0.38
H 1.756 4.441 -2.834  0.36
H 6.083 -7.509 2.904  0.33
H -5.579 -3.215 -1.489  0.34
H -5.981 0.038 -6.485  0.33
H -4.826 0.531 -0.005  0.20
H 3.466 -6.757 4.310  0.26
H 2.494 -4.821 5.009  0.31
H -6.071 -0.204 1.005  0.51
H 5.072 -6.254 4.819  0.46
H 4.473 -8.120 2.482  0.29
H 2.955 8.219 1.610  0.33
H 0.801 1.842 -2.628  0.58
H -7.083 -3.645 3.214  0.44
H 0.351 1.453 -0.924  0.05
H -7.891 -0.657 -3.146  0.35
H 7.195 6.557 0.848  0.34
H -0.920 -0.120 0.847  0.46
H 5.189 -8.524 4.037  0.44
H -7.609 1.008 -3.732  0.42
H -5.306 -5.072 2.972  0.43
H -5.139 -0.471 -4.333  0.06
H -5.782 -4.799 1.240  0.24
H 2.138 -6.803 2.485  0.30
H -4.872 -2.144 -2.722  0.04
H 4.890 -3.955 4.536  0.40
H 1.840 3.056 1.334  0.34
H -7.528 0.021 -0.666  0.40
H 4.291 -3.256 3.067  0.33
H 1.984 5.743 -1.591  0.10
H 0.769 -2.721 -1.590  0.42
H 2.604 9.447 -0.485  0.32
H -2.631 -0.202 1.306  0.34
H -1.935 -2.359 1.727  0.40
H 4.349 -6.252 1.202  0.37
H -5.730 -2.474 3.279  0.24
H 4.792 9.648 1.855  0.34
H -3.824 -0.151 -2.085  0.50
H 4.384 10.646 -0.334  0.26
H -2.508 -1.332 -2.275  0.42
H 1.973 -3.801 3.655  -0.05
H 1.596 8.011 -0.500  0.46
H -7.223 -1.839 -5.958  0.47
H -6.301 1.387 -2.089  0.30
H 3.112 6.716 0.758  -0.25
H 5.052 6.147 -0.381  0.26
H -3.109 -5.919 0.379  0.33
H 2.818 0.007 -2.045  0.63
H 3.853 -4.598 1.200  0.25
H 6.364 9.106 1.392  0.40
H -3.946 -3.644 -2.284  0.33
H -7.158 -2.416 -4.208  0.27
H 2.030 -6.320 0.798  0.39
H 2.746 -3.081 5.056  0.43

Computed properties:
2S+1: 1
LUMO energy in hartree: -0.08840
Total charge: +1
Kohn-Sham gap in eV: 6.372


Entry 2:
ORCA calculation (the ωB97M-V functional and the def2-TZVPD basis) on C2H3I3O2 as an isolated structure in a non-equilibrium geometry.

Each line ends with the natural charge from an NBO analysis.
CARTESIAN COORDINATES (ANGSTROEM)
I -0.369 2.407 -0.484  -0.11
I 0.141 -2.604 -0.557  0.21
I -2.608 -0.315 0.241  0.15
O 1.687 0.110 -0.306  -0.71
O 0.296 0.217 1.462  -0.72
C 0.361 0.282 0.113  0.47
C -0.541 -0.568 -0.670  -0.57
H -0.637 -0.118 -1.749  0.29
H 2.355 0.598 0.307  0.51
H -0.685 -0.010 1.642  0.49

Computed properties:
2S+1: 1
LUMO energy in hartree: -0.03194
Kohn-Sham gap in eV: 8.165
Relative energy (zero: lowest compared OMol25 entry of this formula, charge and spin) in eV: 0.354


Entry 3:
ORCA calculation (the ωB97M-V functional and the def2-TZVPD basis) on C30H47N5SSn as an isolated structure in a non-equilibrium geometry.

Each line ends with the Mulliken charge.
CARTESIAN COORDINATES (ANGSTROEM)
Sn 0.632 -0.084 0.497  -2.66
S -0.622 -2.615 4.232  -0.56
N -3.059 -2.107 -1.341  0.53
N -0.725 -1.189 1.826  -0.95
N 3.591 -0.303 1.357  -0.68
N 2.663 1.357 2.411  -0.65
N -3.924 -0.384 -0.390  0.51
C -0.811 -2.305 -2.260  -1.62
C -0.714 -1.818 2.870  0.52
C 3.400 -1.107 -1.020  -1.62
C -0.289 1.758 -3.517  -1.38
C -2.520 -4.132 -2.641  -2.13
C -0.390 1.098 -2.280  1.14
C -5.348 1.427 0.495  -2.14
C -4.409 -2.396 -1.144  -0.57
C 4.017 1.422 2.635  0.24
C 1.119 2.966 -5.235  -1.56
C 2.418 0.307 1.609  3.72
C -1.975 -3.087 -1.685  1.90
C 2.587 -2.509 0.846  -1.45
C 0.886 2.446 -3.850  1.64
C -2.816 -0.833 -0.998  -0.21
C 1.605 2.312 2.907  4.94
C -4.960 -1.299 -0.569  -0.60
C -1.442 -3.751 -0.414  -1.40
C -2.852 1.759 0.017  -1.83
C 5.082 -2.141 0.523  -3.14
C -3.582 0.458 1.925  -1.19
C 1.056 3.156 1.753  -1.72
C 0.435 1.526 3.487  -1.66
C 2.163 3.198 4.022  -3.80
C 3.688 -1.508 0.448  4.29
C 0.643 1.208 -1.344  -1.94
C 4.593 0.369 2.017  -0.53
C -3.956 0.825 0.488  1.77
C 1.748 2.018 -1.632  0.45
C 1.885 2.616 -2.891  -1.26
H -0.473 -1.569 -1.521  0.01
H 2.315 -2.472 1.912  0.32
H -2.226 -4.306 0.119  0.31
H 5.871 -1.422 0.258  0.58
H -5.333 2.334 1.117  0.43
H 2.773 3.205 -3.133  0.12
H 4.286 -0.626 -1.486  0.32
H -2.889 -3.674 -3.569  0.41
H 0.756 0.857 4.295  0.32
H -5.973 -1.056 -0.308  0.36
H -2.948 2.733 0.518  0.48
H 2.536 2.186 -0.893  0.45
H -1.121 1.738 -4.230  0.29
H 1.301 2.137 -5.936  0.26
H 5.592 -0.043 1.993  0.03
H 2.879 -3.552 0.589  0.17
H 2.489 2.591 4.882  0.59
H -1.061 -1.769 -3.180  0.30
H 3.148 -2.022 -1.606  0.32
H -2.544 0.093 1.949  -0.02
H 0.043 -2.973 -2.446  0.50
H 2.544 -0.407 -1.124  -0.09
H -4.836 -3.333 -1.449  0.33
H 5.285 -2.571 1.514  0.55
H -1.877 1.353 0.326  0.29
H -6.075 0.730 0.937  0.46
H -1.715 -4.831 -2.916  0.43
H -1.277 0.485 -2.042  0.10
H 1.658 -2.342 0.251  -0.09
H 0.437 2.552 1.056  -0.13
H 5.130 -2.967 -0.209  0.38
H -3.323 -4.722 -2.178  0.45
H -2.816 1.896 -1.069  0.32
H -4.219 -0.332 2.355  0.33
H -3.640 1.353 2.569  0.42
H -1.030 -2.986 0.261  0.04
H 4.408 2.219 3.240  -0.20
H 0.388 3.933 2.169  0.31
H 1.859 3.656 1.189  0.41
H -0.098 0.928 2.731  -0.24
H 1.341 3.846 4.368  0.33
H -0.633 -4.455 -0.677  0.40
H 0.253 3.534 -5.599  0.34
H 2.006 3.612 -5.233  0.34
H -0.312 2.237 3.886  0.47
H -5.668 1.712 -0.514  0.43
H 2.976 3.853 3.678  0.70

Computed properties:
2S+1: 1
LUMO energy (spin up / spin down) in hartree: 0.15471 / 0.15521
Total charge: -2
Kohn-Sham gap (spin up / spin down) in eV: 3.172 / 1.568
Relative energy (zero: lowest compared OMol25 entry of this formula, charge and spin) in eV: 0.912


Entry 4:
ORCA calculation (the ωB97M-V functional and the def2-TZVPD basis) on an isolated ion of composition C9H13N2 and charge +1 in a non-equilibrium geometry.

Each line ends with the natural charge from an NBO analysis.
CARTESIAN COORDINATES (ANGSTROEM)
N -1.992 -0.737 0.208  -0.34
N 1.700 -1.118 1.312  -0.55
C 0.885 -0.119 1.412  0.55
C -3.223 -1.369 0.397  -0.46
C -0.722 1.259 0.061  -0.03
C 0.624 0.815 0.267  -0.26
C -1.956 0.536 0.106  0.00
C 2.208 -1.690 0.078  -0.06
C 1.902 -1.057 -1.017  -0.16
C 0.998 0.074 -1.166  -0.37
C 1.608 2.037 0.478  -0.60
H -3.336 -1.433 1.583  0.24
H 1.119 2.732 1.154  0.24
H -3.419 -2.338 -0.025  0.24
H 2.844 -2.505 0.105  0.24
H 0.058 -0.230 -1.804  0.27
H 2.520 1.700 0.916  0.23
H 2.013 -1.665 2.092  0.45
H 1.376 0.978 -1.623  0.26
H -0.670 2.290 -0.043  0.21
H 2.178 -1.483 -1.931  0.25
H 1.963 2.580 -0.381  0.24
H -4.094 -0.667 0.254  0.19
H -2.913 1.178 -0.192  0.19

Computed properties:
2S+1: 1
LUMO energy (spin up / spin down) in hartree: -0.23376 / -0.18192
Total charge: +1
Kohn-Sham gap (spin up / spin down) in eV: 5.764 / 8.482
Relative energy (zero: lowest compared OMol25 entry of this formula, charge and spin) in eV: 6.249


Entry 5:
ORCA calculation (the ωB97M-V functional and the def2-TZVPD basis) on C8H11NO as an isolated structure in a non-equilibrium geometry.

Each line ends with the natural charge from an NBO analysis.
CARTESIAN COORDINATES (ANGSTROEM)
O -2.801 0.348 -0.716  -0.62
N 0.603 -0.811 -0.460  -0.46
C 0.804 2.054 0.372  -0.16
C 2.793 -1.433 0.033  -0.61
C -0.485 0.074 -0.322  0.23
C -1.711 -0.723 -0.387  -0.05
C -0.318 1.416 0.059  -0.30
C 1.918 1.107 0.010  -0.25
C 1.863 -0.281 -0.234  0.17
C -1.838 -1.131 1.051  -0.54
H -3.835 0.012 0.708  0.34
H -2.669 -0.015 1.546  0.17
H 3.013 1.460 0.347  0.20
H 3.916 -1.127 -0.382  0.21
H -1.638 -1.414 -1.121  0.23
H -0.728 -1.571 1.794  0.29
H -2.653 -1.966 0.944  0.22
H 2.708 -1.621 1.194  0.23
H 2.516 -2.215 -0.528  0.22
H 0.755 3.147 0.712  0.25
H -1.363 1.706 0.240  0.24

Computed properties:
2S+1: 1
LUMO energy in hartree: -0.05593
Kohn-Sham gap in eV: 7.343
Relative energy (zero: lowest compared OMol25 entry of this formula, charge and spin) in eV: 10.581


Entry 6:
ORCA calculation (the ωB97M-V functional and the def2-TZVPD basis) on C2H3FGaO as an isolated structure in a non-equilibrium geometry.

Each line ends with the Mulliken charge.
CARTESIAN COORDINATES (ANGSTROEM)
Ga 2.429 0.569 0.054  0.94
F -1.869 1.137 -0.174  -0.05
O 1.003 -0.157 -0.389  -0.05
C -0.217 -0.404 0.438  -0.02
C -1.253 -0.059 -0.577  0.03
H 0.341 0.136 -1.323  0.53
H -0.239 -1.483 0.653  0.25
H -0.195 0.262 1.318  0.37

Computed properties:
2S+1: 2
LUMO energy (spin up / spin down) in hartree: -0.45420 / -0.56929
Total charge: +2
Kohn-Sham gap (spin up / spin down) in eV: 9.084 / 5.117